A molecular structure, C36H28Br2N2OOsP2Se. Source: the Open Molecules 2025 dataset; level of theory: the ωB97M-V functional and the def2-TZVPD basis.

Calculated values
Energy above the lowest of the compared OMol25 structures with the same formula, charge and spin: 181.9 kJ/mol
F_max: 0.012 hartree/bohr
Multiplicity: 5
<S²>: 6.0844
Charge: +2
Total energy: -9895.6346 Eh

```
73
Properties=species:S:1:pos:R:3:mulliken_charge:R:1
Os -2.14 -0.60 -1.23 1.22
C -1.46 1.67 -3.41 -1.49
C -1.70 2.25 -2.06 1.02
C -1.73 3.64 -1.87 -0.98
C -2.07 4.18 -0.66 -1.38
C -2.39 3.32 0.41 0.90
C -2.82 3.76 1.71 0.35
Br -2.93 5.58 2.08 0.05
C -3.16 2.86 2.71 -0.45
C -3.06 1.50 2.50 0.01
Br -3.50 0.29 3.82 0.04
C -2.61 0.98 1.23 0.83
O -2.49 -0.25 1.01 -0.74
C -2.30 1.95 0.18 -0.34
N -1.96 1.44 -1.03 -0.35
H -0.96 2.39 -4.06 0.48
H -2.42 1.41 -3.87 0.33
H -0.86 0.76 -3.36 0.11
H -1.50 4.28 -2.71 0.56
H -2.10 5.25 -0.52 0.46
H -3.50 3.23 3.67 0.58
C 1.11 -1.22 0.58 -1.59
P 0.05 -1.50 -0.85 1.36
C -0.69 -3.13 -0.65 -0.23
C -1.95 -3.27 -1.25 -0.16
C -2.69 -4.43 -1.11 -1.05
C -2.16 -5.48 -0.38 -0.57
C -0.92 -5.35 0.24 -0.70
C -0.19 -4.17 0.12 -0.30
C 1.08 -1.54 -2.33 0.69
C 1.53 -0.34 -2.89 -0.24
C 2.33 -0.37 -4.02 -0.99
C 2.68 -1.58 -4.60 -0.67
C 2.23 -2.77 -4.05 -0.73
C 1.43 -2.76 -2.92 -0.74
P 1.92 0.46 0.52 0.29
C 3.37 0.11 1.58 0.81
C 3.72 0.95 2.63 -0.58
C 4.87 0.71 3.37 -0.65
C 5.69 -0.36 3.05 -0.52
C 5.37 -1.18 1.99 -0.72
C 4.23 -0.94 1.25 -0.55
C 0.80 1.37 1.65 0.90
C 0.31 0.86 2.86 -0.05
C -0.36 1.68 3.76 -1.56
C -0.53 3.03 3.47 -0.45
C -0.06 3.55 2.27 -0.86
C 0.59 2.72 1.36 -0.76
H 1.90 -1.97 0.50 0.65
H 0.55 -1.41 1.50 0.78
H -2.38 -2.51 -1.94 0.45
H -3.66 -4.53 -1.58 0.49
H -2.71 -6.40 -0.28 0.44
H -0.52 -6.17 0.82 0.46
H 0.76 -4.08 0.63 0.42
H 1.29 0.61 -2.42 0.65
H 2.69 0.56 -4.45 0.46
H 3.30 -1.60 -5.48 0.43
H 2.51 -3.72 -4.50 0.44
H 1.08 -3.69 -2.49 0.43
H 3.10 1.80 2.89 0.34
H 5.12 1.37 4.19 0.41
H 6.59 -0.54 3.63 0.40
H 6.02 -2.01 1.72 0.41
H 4.02 -1.58 0.39 0.45
H 0.50 -0.17 3.13 0.57
H -0.71 1.28 4.70 0.58
H -1.02 3.68 4.19 0.65
H -0.17 4.61 2.06 0.81
H 0.98 3.13 0.44 0.53
Se -6.47 -0.63 -3.31 0.12
C -4.96 -0.54 -2.53 0.50
N -3.89 -0.47 -1.98 -0.44
```



A molecular structure, C36H28F3FeN5O4SSb. Source: the Open Molecules 2025 dataset; level of theory: the ωB97M-V functional and the def2-TZVPD basis.

Calculated values
Energy above the lowest of the compared OMol25 structures with the same formula, charge and spin: 0.0 kJ/mol
F_max: 0.003 hartree/bohr
Multiplicity: 6
<S²>: 8.7627
Charge: +2
Total energy: -4164.7245 Eh

```
79
Properties=species:S:1:pos:R:3:mulliken_charge:R:1
Fe 1.12 -1.02 1.87 0.12
N -0.11 -2.48 5.53 0.00
C 0.81 -1.64 6.15 0.59
C 1.13 -1.44 7.49 -1.07
C 2.12 -0.52 7.75 -0.48
C 2.77 0.18 6.72 -0.66
C 2.45 -0.02 5.39 -0.81
C 1.45 -0.95 5.12 0.56
N 0.91 -1.37 3.91 0.08
C 0.00 -2.28 4.20 0.41
C -0.74 -2.93 3.12 -0.15
C -1.72 -3.88 3.16 -0.35
S -2.17 -4.29 1.56 -0.07
C -1.05 -3.18 0.94 -0.30
N -0.37 -2.54 1.85 0.30
H -0.72 -3.13 5.99 0.24
H 0.64 -1.98 8.29 0.42
H 2.41 -0.32 8.78 0.41
H 3.54 0.89 6.98 0.42
H 2.96 0.51 4.60 0.41
H -2.18 -4.35 4.01 0.44
H -0.91 -3.03 -0.12 0.54
F 1.64 -1.95 -9.03 -0.29
C 1.59 -1.78 -7.71 0.25
C 1.39 -2.89 -6.90 -0.65
C 1.34 -2.70 -5.53 -0.49
C 1.45 -1.42 -5.00 0.16
C 1.68 -0.32 -5.83 -0.28
C 1.73 -0.50 -7.20 -0.65
Sb 1.30 -1.11 -2.91 1.59
C 1.50 0.96 -2.64 -0.28
C 2.72 1.49 -2.21 -0.65
C 2.87 2.86 -2.05 -0.59
C 1.79 3.67 -2.33 0.27
F 1.92 4.99 -2.14 -0.38
C 0.58 3.18 -2.77 -0.75
C 0.44 1.81 -2.93 -0.06
C -0.68 -1.52 -2.36 -0.25
C -1.36 -2.61 -2.90 -0.47
C -2.67 -2.87 -2.53 -0.84
C -3.28 -2.02 -1.61 0.20
F -4.54 -2.28 -1.24 -0.34
C -2.63 -0.93 -1.06 -0.74
C -1.32 -0.70 -1.43 0.56
H 1.30 -3.87 -7.35 0.46
H 1.22 -3.57 -4.89 0.39
H 1.80 0.67 -5.42 0.41
H 1.89 0.33 -7.87 0.47
H 3.56 0.84 -2.01 0.50
H 3.81 3.29 -1.73 0.49
H -0.23 3.87 -3.00 0.51
H -0.51 1.42 -3.29 0.64
H -0.90 -3.25 -3.63 0.28
H -3.23 -3.70 -2.94 0.53
H -3.15 -0.28 -0.36 0.68
H -0.79 0.15 -1.00 0.21
O -5.10 4.05 -0.25 -0.53
C -4.78 4.11 1.11 -0.52
N -3.35 3.86 1.33 -0.16
C -2.84 2.65 1.10 0.29
O -3.52 1.67 0.82 -0.68
C -1.34 2.49 1.19 0.64
C -0.42 3.49 0.91 -0.41
C 0.94 3.18 0.95 -1.00
C 1.32 1.90 1.26 -0.55
N 0.43 0.93 1.54 0.26
C -0.87 1.23 1.50 -0.45
H -5.26 3.13 -0.49 0.36
H -5.34 3.38 1.69 0.32
H -4.99 5.11 1.46 0.39
H -2.75 4.64 1.53 0.25
H -0.73 4.48 0.63 0.41
H 1.68 3.93 0.74 0.61
H 2.37 1.62 1.30 0.53
H -1.58 0.43 1.71 0.60
O 1.77 -1.39 -0.42 -0.33
C 2.93 -1.45 0.11 0.15
O 3.07 -1.30 1.34 -0.63
H 3.81 -1.65 -0.51 0.50
```



A molecular structure, C36H28IN9O3S2Ti in a non-equilibrium geometry. Source: the Open Molecules 2025 dataset; level of theory: the ωB97M-V functional and the def2-TZVPD basis.

Calculated values
Energy above the lowest of the compared OMol25 structures with the same formula, charge and spin: 270.6 kJ/mol
F_max: 0.033 hartree/bohr
Multiplicity: 2
<S²>: 0.7905
Charge: -1
Total energy: -4050.9040 Eh

```
80
Properties=species:S:1:pos:R:3:mulliken_charge:R:1
Ti 0.83 0.70 -0.33 -0.52
C -5.40 1.72 -1.72 -1.70
C -4.11 0.94 -1.61 0.27
C -3.95 -0.08 -0.67 -1.11
C -2.73 -0.71 -0.52 -0.05
C -1.61 -0.37 -1.28 -0.02
N -0.32 -0.85 -0.97 1.84
C -0.07 -2.20 -0.87 1.24
C -1.06 -3.17 -1.11 -0.94
C -0.85 -4.53 -0.94 -1.32
C 0.40 -5.01 -0.57 0.21
C 0.66 -6.48 -0.38 -1.57
C 1.42 -4.08 -0.44 -0.55
C 1.22 -2.71 -0.60 0.47
N 2.38 -1.88 -0.59 0.16
C 3.63 -2.22 -0.23 0.13
C 4.48 -1.20 -0.59 -1.63
C 3.65 -0.23 -1.16 -0.31
N 2.38 -0.64 -1.16 0.04
C -1.80 0.60 -2.29 -0.22
C -3.03 1.25 -2.41 -0.44
N -0.77 0.97 -3.20 0.41
C -0.88 1.68 -4.35 0.02
C 0.38 1.79 -4.88 -1.33
C 1.21 1.11 -3.97 -0.26
N 0.52 0.61 -2.97 -0.09
H -6.18 1.28 -1.09 0.38
H -5.25 2.75 -1.41 0.31
H -5.76 1.74 -2.75 0.37
H -4.79 -0.36 -0.03 0.34
H -2.62 -1.46 0.25 0.61
H -2.04 -2.84 -1.43 0.56
H -1.66 -5.22 -1.13 0.37
H -0.24 -7.00 -0.06 0.40
H 1.00 -6.96 -1.31 0.28
H 1.43 -6.66 0.38 0.38
H 2.41 -4.44 -0.23 0.30
H 3.85 -3.16 0.24 0.37
H 5.54 -1.14 -0.42 0.45
H 3.89 0.73 -1.58 0.64
H -3.12 2.06 -3.13 0.38
H -1.82 2.04 -4.70 0.41
H 0.66 2.32 -5.77 0.42
H 2.28 0.99 -4.00 0.57
S 3.39 3.20 -2.23 -0.38
C 3.75 3.07 -0.58 0.52
S 2.76 2.17 0.56 -0.21
C 4.91 3.61 0.00 0.26
C 5.25 3.40 1.37 0.10
N 5.56 3.24 2.48 -0.61
C 5.85 4.38 -0.76 -0.12
N 6.61 5.03 -1.33 -0.63
O -1.18 4.03 -1.28 -0.73
C -0.77 3.07 -0.68 -0.12
O 0.27 2.33 -0.98 -0.19
C -1.45 2.52 0.55 0.18
C -2.53 3.11 1.16 -0.70
C -3.04 2.51 2.29 -1.26
C -2.47 1.34 2.78 1.47
C -2.94 0.69 3.97 -1.17
C -2.32 -0.48 4.44 -0.82
C -1.28 -1.05 3.77 -0.92
C -0.73 -0.49 2.50 1.87
C -1.38 0.79 2.07 -0.77
N -0.90 1.39 0.98 1.60
H -2.94 4.02 0.74 0.63
H -3.89 2.94 2.81 0.44
H -3.78 1.11 4.50 0.42
H -2.69 -0.94 5.35 0.42
H -0.82 -1.96 4.13 0.49
H -0.88 -1.24 1.71 -0.57
N 1.38 -1.66 2.90 -0.48
C 0.83 -0.36 2.52 -0.22
O 1.22 -0.13 1.21 -0.26
C 1.22 0.79 3.46 -1.51
I 3.28 0.87 3.99 0.04
H 2.21 -1.80 2.34 0.33
H 1.69 -1.64 3.87 0.40
H 0.68 0.69 4.39 0.67
H 1.01 1.74 2.99 0.57
```